84
Properties=species:S:1:pos:R:3:mulliken_charge:R:1 method="wB97M-V/def2-TZVPD" de_lowest_ev=0.141 orbital_gap_ev="8.04 / 8.04" energy_ha=-4782.90791 fmax_ev_per_a=0.49 charge=0 e_homo_ev="-7.575 / -7.575"
Co 0.403 -1.022 -0.063 1.40
C 0.361 3.833 -2.646 -1.55
C 1.229 3.579 -1.413 1.48
C 2.707 3.649 -1.789 -1.63
C 0.946 4.657 -0.362 -1.79
O 0.978 2.261 -0.927 -0.22
Ge -0.477 1.871 0.128 -0.81
O 0.457 0.544 1.187 0.41
C 0.886 0.790 2.540 1.65
C 2.380 1.086 2.568 -1.37
C 0.140 1.998 3.109 -2.10
C 0.577 -0.421 3.409 -1.88
O -0.997 0.214 -0.790 -0.06
C -2.435 0.052 -0.891 1.49
C -2.947 1.123 -1.853 -1.84
C -2.746 -1.319 -1.468 -1.36
C -3.112 0.190 0.474 -1.49
H 0.562 4.817 -3.077 0.45
H 0.551 3.076 -3.406 0.27
H -0.697 3.786 -2.374 0.26
H 2.969 4.644 -2.153 0.50
H 3.326 3.423 -0.919 0.28
H 2.941 2.930 -2.577 0.33
H 1.239 5.637 -0.744 0.50
H -0.112 4.698 -0.100 0.37
H 1.518 4.461 0.549 0.33
H 2.624 1.896 1.878 0.06
H 2.682 1.379 3.576 0.54
H 2.953 0.202 2.295 0.17
H 0.379 2.915 2.566 0.48
H -0.940 1.846 3.071 0.40
H 0.432 2.140 4.151 0.48
H 1.064 -1.316 3.025 0.19
H 0.921 -0.239 4.430 0.57
H -0.495 -0.616 3.420 0.24
H -2.418 1.055 -2.805 0.34
H -4.014 0.983 -2.035 0.44
H -2.805 2.126 -1.446 0.26
H -2.373 -1.396 -2.488 0.23
H -2.303 -2.101 -0.850 -0.11
H -3.827 -1.465 -1.493 0.69
H -2.994 1.198 0.876 0.31
H -4.182 -0.006 0.374 0.60
H -2.685 -0.525 1.175 0.05
C 1.149 -2.886 -0.656 -0.02
C 2.144 -2.121 0.029 0.33
C 2.432 -0.968 -0.781 0.67
C 1.550 -0.960 -1.869 0.42
C 0.748 -2.150 -1.793 0.99
C -0.148 -2.667 -2.869 -1.81
C 1.495 0.000 -3.006 -0.69
C 3.539 0.004 -0.555 -1.12
C 2.926 -2.570 1.222 -1.47
C 0.706 -4.274 -0.341 -1.31
H -1.002 -3.209 -2.470 0.39
H 0.422 -3.362 -3.494 0.32
H -0.511 -1.867 -3.510 0.45
H 0.466 0.313 -3.193 0.14
H 1.884 -0.473 -3.911 0.42
H 2.069 0.894 -2.792 -0.29
H 3.778 0.123 0.497 0.41
H 3.284 0.980 -0.957 0.03
H 4.439 -0.363 -1.057 0.30
H 2.871 -1.864 2.049 0.14
H 3.980 -2.689 0.960 0.34
H 2.561 -3.528 1.590 0.39
H 1.290 -4.973 -0.948 0.30
H -0.349 -4.413 -0.569 0.35
H 0.846 -4.515 0.709 0.32
C -2.545 -4.941 1.859 -1.75
C -2.217 -3.641 2.604 1.59
C -1.471 -3.968 3.903 -1.66
C -3.520 -2.901 2.935 -1.83
C -1.368 -2.785 1.756 0.34
C -0.677 -2.080 1.056 0.59
H -3.185 -5.579 2.473 0.46
H -1.633 -5.492 1.624 0.29
H -3.065 -4.726 0.924 0.29
H -2.087 -4.603 4.546 0.45
H -1.229 -3.054 4.448 0.27
H -0.538 -4.493 3.689 0.30
H -4.153 -3.517 3.579 0.47
H -4.074 -2.669 2.024 0.31
H -3.309 -1.963 3.451 0.29

96
Properties=species:S:1:pos:R:3:mulliken_charge:R:1 method="wB97M-V/def2-TZVPD" de_lowest_ev=1.281 orbital_gap_ev=7.90 energy_ha=-4947.63817 fmax_ev_per_a=0.90 charge=+2 e_homo_ev=-13.238
Ga 0.620 0.453 0.356 2.96
C -4.379 -4.796 -2.494 -0.80
O -5.040 -4.025 -1.487 -0.45
C -4.363 -3.074 -0.854 0.52
C -5.090 -2.324 0.086 -1.34
C -4.459 -1.331 0.775 -0.83
C -3.090 -1.015 0.580 0.76
C -2.505 0.049 1.369 0.25
C -3.417 0.867 2.249 -2.09
O -1.293 0.368 1.410 1.18
C -2.396 -1.781 -0.381 -0.48
O -1.077 -1.519 -0.536 0.42
C -3.011 -2.810 -1.071 -0.67
H -5.135 -5.465 -2.891 0.25
H -3.564 -5.377 -2.060 0.34
H -4.005 -4.148 -3.287 0.36
H -6.134 -2.553 0.241 0.51
H -5.034 -0.777 1.501 0.51
H -3.814 0.260 3.064 0.52
H -4.263 1.255 1.683 0.57
H -2.859 1.701 2.664 -0.22
H -2.441 -3.393 -1.772 0.64
F -0.402 0.982 -1.040 -0.73
Te 0.181 -1.703 -2.018 1.36
F 1.510 -2.382 -3.131 -0.33
F 0.155 -3.506 -1.448 -0.40
F -1.211 -2.152 -3.160 -0.33
F 0.272 -0.228 -3.161 -0.39
O 1.351 -1.046 -0.773 -0.51
C 3.556 3.004 2.896 -0.92
C 2.486 3.867 2.231 0.60
C 2.273 5.157 3.022 -1.42
Sb 0.654 2.768 1.884 -1.88
C -0.369 2.806 3.787 1.09
C -1.190 4.079 3.978 -1.45
C 0.572 2.594 4.970 -1.39
C -0.423 3.971 0.443 0.68
C -1.876 3.540 0.290 -0.83
C -0.288 5.474 0.647 -1.55
H 4.502 3.550 2.924 0.50
H 3.738 2.079 2.348 -0.15
H 3.293 2.767 3.928 0.27
H 2.808 4.110 1.216 0.55
H 2.073 4.954 4.073 0.22
H 1.466 5.775 2.636 0.27
H 3.187 5.752 2.983 0.49
H -1.044 1.949 3.716 -0.04
H -0.550 4.960 4.026 0.30
H -1.741 4.027 4.920 0.50
H -1.915 4.234 3.180 0.28
H 1.171 3.480 5.168 0.31
H 1.266 1.761 4.841 0.21
H -0.016 2.400 5.871 0.42
H 0.113 3.689 -0.469 0.40
H -2.464 3.753 1.185 0.17
H -1.962 2.487 0.037 -0.16
H -2.324 4.109 -0.528 0.54
H -0.746 5.811 1.578 0.29
H -0.804 5.984 -0.170 0.48
H 0.750 5.805 0.628 0.34
C 5.697 0.324 -1.048 -0.79
N 4.600 0.414 -1.982 0.09
C 4.776 0.072 -3.398 -0.66
C 3.389 0.357 -4.004 -0.47
N 2.703 1.006 -2.886 0.05
C 3.404 0.941 -1.766 -0.09
S 2.815 1.534 -0.254 -0.08
H 6.131 -0.675 -1.092 0.31
H 5.329 0.523 -0.044 0.20
H 6.472 1.053 -1.292 0.33
H 5.069 -0.973 -3.490 0.41
H 5.561 0.693 -3.834 0.35
H 2.865 -0.552 -4.292 0.15
H 3.439 1.027 -4.860 0.37
H 1.716 1.213 -2.879 0.32
C 1.551 -3.505 2.609 -1.05
C 0.864 -2.513 1.653 -0.15
N 1.240 -1.124 1.989 0.45
C 0.663 -0.801 3.303 0.65
C 1.070 -1.853 4.355 -0.97
N 2.130 -2.718 3.745 0.05
C 3.253 -1.866 3.239 -1.02
C 2.708 -1.024 2.069 0.23
H 2.374 -4.039 2.138 0.34
H 0.855 -4.230 3.026 0.39
H -0.220 -2.589 1.721 0.36
H 1.150 -2.720 0.631 0.11
H -0.419 -0.764 3.207 0.26
H 1.007 0.190 3.588 -0.76
H 0.244 -2.508 4.630 0.34
H 1.481 -1.407 5.258 0.38
H 2.487 -3.361 4.452 0.29
H 4.059 -2.529 2.933 0.38
H 3.596 -1.256 4.074 0.34
H 3.112 -1.349 1.110 0.63
H 2.982 0.024 2.201 -0.45